Record 1
The following is a DFT calculation (wB97M-V/def2-TZVPD) of a cluster of 8 separate species, H16O8 in total at a distorted geometry.

LUMO   -0.20 eV
Strongest force on any atom   2.3 eV/Å
HOMO-LUMO gap   10.54 eV
Multiplicity   1
ΔE to the lowest compared entry with this formula, charge and spin   60.7 kcal per mole
SMILES   O.O.O.O.O.O.O.O

Atoms and positions in Å:
O -12.3971 -22.4580 -4.3794
H -12.1080 -23.2468 -3.9692
H -11.8613 -21.7903 -3.9137
O -13.5646 -20.1786 -10.5718
H -13.1033 -20.2739 -11.3853
H -13.2167 -20.8758 -10.0379
O -13.6814 -21.0727 -6.4067
H -13.1580 -21.6122 -5.7982
H -13.3449 -21.4051 -7.2680
O -15.8851 -21.0018 -4.8994
H -16.1731 -21.9031 -4.8863
H -15.2734 -20.8659 -5.6502
O -9.9728 -22.8365 -5.5057
H -9.3084 -22.8457 -4.7857
H -10.8069 -22.8408 -5.0706
O -12.1329 -21.7730 -8.6087
H -11.3642 -21.5031 -8.0872
H -11.7037 -22.1782 -9.3236
O -13.6143 -21.6703 -2.0556
H -14.5477 -21.7227 -1.8764
H -13.4685 -22.0274 -2.9211
O -12.3416 -18.5964 -7.1837
H -12.6564 -19.4622 -7.0017
H -12.5016 -18.1016 -6.3823

Atomic forces in eV per Å
0.18 1.50 0.00
0.02 -1.83 0.77
-0.37 0.21 -0.22
-0.87 0.61 0.18
0.47 0.08 -1.16
0.26 -0.48 0.89
0.94 -0.40 -1.00
-0.33 0.06 0.28
-0.67 0.27 0.28
0.11 1.08 0.23
-0.09 -0.68 -0.33
-0.31 -0.49 0.38
2.04 -0.07 0.06
-0.45 0.00 -0.76
-0.92 0.06 0.08
-0.07 0.70 1.57
-0.18 0.30 0.27
0.63 -1.23 -1.82
0.60 0.28 1.02
-0.47 0.05 -0.09
-0.50 -0.20 -0.70
0.83 1.20 -0.57
-0.76 -1.19 0.42
-0.09 0.15 0.23

These are the Mulliken partial charges, in e, on atoms 1 to 4: -0.96, 0.34, 0.35, -0.59

***

Record 2
The following is a DFT calculation (wB97M-V/def2-TZVPD) of a cluster of 8 separate species, H16O8 in total at a distorted geometry.

LUMO   -0.51 eV
Strongest force on any atom   1.7 eV/Å
HOMO-LUMO gap   10.21 eV
Multiplicity   1
ΔE to the lowest compared entry with this formula, charge and spin   62.9 kcal per mole
SMILES   O.O.O.O.O.O.O.O

Atoms and positions in Å:
O 3.0197 1.5003 -0.1702
H 2.2157 1.0032 -0.0377
H 2.6756 2.3459 -0.4765
O 0.4551 0.3851 0.5541
H 0.6668 -0.5199 0.3958
H -0.4843 0.4900 0.5468
O 1.2512 -2.0820 0.2560
H 1.3259 -2.0226 -0.7134
H 1.4907 -2.9573 0.5470
O 4.0561 -1.6962 0.9121
H 4.3548 -0.8697 1.2397
H 3.1163 -1.6261 0.7271
O -1.6055 1.4072 -1.7652
H -1.7255 0.4840 -2.0449
H -1.8649 1.9111 -2.5191
O -1.1346 3.2063 0.1674
H -2.0263 2.9087 0.3948
H -0.9340 2.3868 -0.2623
O -3.6576 1.5649 0.9124
H -3.1813 0.7690 0.5839
H -4.1300 1.7819 0.1055
O -1.6344 -3.3894 0.4647
H -1.4972 -4.0113 -0.2836
H -0.7525 -2.9698 0.4657

Atomic forces in eV per Å
0.44 0.28 -0.30
-0.59 -0.19 0.30
0.18 0.08 0.06
0.63 1.38 0.03
-0.17 -1.01 0.29
-0.72 0.05 0.07
-0.27 0.20 -0.81
0.21 -0.47 0.44
0.30 -0.58 -0.01
-0.14 -1.57 -0.45
0.20 1.27 0.35
0.06 0.43 0.13
-0.03 -1.62 0.40
0.15 0.40 0.11
-0.24 0.81 -0.78
-0.72 0.09 0.51
-0.40 0.80 0.63
1.21 -0.46 -0.89
0.66 -1.03 -0.71
-0.29 0.60 0.72
-0.41 0.44 -0.07
1.12 -0.40 -1.11
-0.59 0.33 0.70
-0.56 0.16 0.39

These are the Mulliken partial charges, in e, on atoms 1 to 4: -0.62, 0.33, 0.31, -0.59

***

Record 3
The following is a DFT calculation (wB97M-V/def2-TZVPD) of a cluster of 8 separate species, H16O8 in total at a distorted geometry.

LUMO   0.09 eV
Strongest force on any atom   4.9 eV/Å
HOMO-LUMO gap   10.61 eV
Multiplicity   1
ΔE to the lowest compared entry with this formula, charge and spin   85.0 kcal per mole
SMILES   O.O.O.O.O.O.O.O

Atoms and positions in Å:
O 0.2342 0.4265 -0.7832
H -0.1918 0.7791 0.0085
H 0.6918 -0.3417 -0.5303
O -0.9553 -4.4333 1.2984
H -0.4865 -4.3484 2.1819
H -0.8642 -3.6496 0.8614
O -1.4479 3.8631 2.2819
H -2.1808 3.1950 2.1918
H -1.8071 4.5519 1.7396
O 2.0284 -3.5731 -3.8991
H 1.7076 -4.4280 -4.1037
H 2.3696 -3.7138 -2.9896
O 0.3305 -2.6600 -1.8135
H 0.9939 -2.9087 -2.5565
H 0.8839 -2.9666 -1.1096
O -1.7308 0.5787 1.6902
H -1.2180 1.3232 2.0881
H -2.0990 0.1756 2.4411
O 1.8945 2.2683 1.6172
H 1.6509 2.8836 2.2233
H 1.6198 1.3866 1.9336
O -0.6834 3.6095 -1.7468
H -1.0297 4.3647 -1.3525
H 0.2892 3.6172 -1.6723

Atomic forces in eV per Å
-0.82 1.78 -0.41
0.02 -0.21 -0.25
0.73 -1.59 0.44
0.51 -3.39 3.55
-0.92 0.00 -1.81
0.39 3.42 -1.78
-1.18 -1.73 0.23
1.09 0.76 0.27
0.01 0.91 -0.49
0.94 1.03 1.50
-0.72 -1.43 -0.68
0.33 0.10 -0.94
1.78 -0.59 -1.99
-2.35 1.04 0.80
0.09 -0.24 1.41
1.49 1.98 -0.75
-0.41 -0.70 -0.64
-0.94 -1.14 1.50
1.02 -3.54 -2.77
-1.27 2.70 2.93
0.22 0.86 -0.14
1.33 -2.21 -1.17
-0.56 2.08 1.06
-0.80 0.11 0.13

These are the Mulliken partial charges, in e, on atoms 1 to 4: -0.54, 0.28, 0.28, -0.63

***

Record 4
The following is a DFT calculation (wB97M-V/def2-TZVPD) of a cluster of 8 separate species, H16O8 in total at a distorted geometry.

LUMO   -0.28 eV
Strongest force on any atom   2.7 eV/Å
HOMO-LUMO gap   10.31 eV
Multiplicity   1
ΔE to the lowest compared entry with this formula, charge and spin   45.8 kcal per mole
SMILES   O.O.O.O.O.O.O.O

Atoms and positions in Å:
O -2.3101 1.7791 1.1742
H -2.0317 1.9767 0.2658
H -2.0385 2.5155 1.7041
O 2.4742 -1.0836 -2.7857
H 2.5696 -0.5885 -1.9706
H 2.6643 -1.9685 -2.5122
O 1.8411 -0.1203 -0.3012
H 1.5199 0.4954 0.3177
H 1.9295 -0.9499 0.1890
O 0.4511 1.4109 1.5730
H 0.8496 2.2918 1.5670
H -0.3861 1.5014 1.1094
O 0.9899 -1.9292 2.2228
H 1.5099 -1.2598 2.6078
H 0.1839 -1.4257 2.1002
O -0.8139 0.0663 -4.1703
H -1.6954 0.3907 -4.0877
H -0.4989 -0.2861 -3.3126
O -0.8554 -0.1603 -0.9109
H 0.0952 -0.3417 -0.8901
H -1.2268 -0.5997 -0.1924
O -1.5298 -0.8240 1.8238
H -1.7025 0.1170 1.8362
H -1.9890 -1.0076 2.6428

Atomic forces in eV per Å
-0.03 -0.47 -0.68
-0.35 -0.12 0.00
0.03 0.85 0.48
-0.06 0.43 -0.49
-0.12 0.45 0.20
0.17 -0.96 0.00
0.99 -1.69 -1.30
-0.77 1.45 1.58
-0.07 0.03 0.13
0.71 0.38 0.24
-0.05 -0.15 0.06
-0.10 -0.15 -0.14
-0.30 -0.91 -0.70
1.53 1.03 0.97
-1.00 -0.10 -0.35
1.45 -0.58 0.06
-0.80 0.15 0.54
-0.67 0.43 -0.59
0.61 1.57 -2.09
0.14 0.02 0.06
-1.00 -1.49 1.90
-0.21 -0.08 0.50
0.07 0.92 -0.76
-0.17 -1.04 0.37

These are the Mulliken partial charges, in e, on atoms 1 to 4: -0.73, 0.35, 0.33, -0.61

***

Record 5
The following is a DFT calculation (wB97M-V/def2-TZVPD) of a cluster of 8 separate species, H16O8 in total at a distorted geometry.

LUMO   -0.52 eV
Strongest force on any atom   3.6 eV/Å
HOMO-LUMO gap   8.73 eV
Multiplicity   1
ΔE to the lowest compared entry with this formula, charge and spin   133.1 kcal per mole
SMILES   O.O.O.O.O.O.O.O

Atoms and positions in Å:
O -0.3578 0.3056 -0.9170
H 0.5905 0.2877 -0.7458
H -0.7523 0.0345 -0.0805
O 1.4837 3.0350 -0.2329
H 0.9936 2.2783 -0.5738
H 0.8007 3.6191 0.1156
O -0.5901 -0.2873 3.2344
H 0.1537 -0.9001 3.2454
H -0.1767 0.5826 3.1979
O -5.1479 0.0274 -0.9028
H -5.1386 0.6046 -1.6746
H -4.2511 0.0869 -0.5546
O 3.7771 -2.9805 -1.1430
H 3.4734 -3.7183 -0.6023
H 3.5625 -2.2011 -0.6181
O -1.8548 -1.1228 -1.3557
H -2.0764 -0.1857 -1.3143
H -1.8702 -1.4082 -0.4352
O 0.1551 0.4782 1.2951
H 0.4773 1.3809 1.1936
H 0.7927 0.0670 1.8896
O 2.2906 0.3670 -0.3736
H 3.1219 -0.1018 -0.2386
H 2.2524 0.9922 0.3589

Atomic forces in eV per Å
1.57 2.48 -0.81
-0.15 -0.26 -0.17
0.73 0.28 -0.58
-0.14 -0.10 0.60
-0.26 0.03 -0.60
0.07 0.13 -0.13
-0.44 -0.86 2.33
-0.30 -0.23 0.43
-0.60 -0.22 0.32
0.08 0.23 0.00
-0.05 -0.10 0.04
-0.12 -0.16 -0.05
0.00 0.08 0.22
0.02 0.01 -0.10
-0.04 -0.20 -0.15
-2.96 -2.01 -0.28
0.14 -0.40 -0.46
-0.20 -0.31 -0.22
1.69 1.34 0.65
-0.07 0.16 -0.32
-0.10 0.06 -0.54
0.88 -0.25 0.28
-0.03 0.14 -0.28
0.28 0.17 -0.19

These are the Mulliken partial charges, in e, on atoms 1 to 4: -0.67, 0.33, 0.43, -0.65

***

Record 6
The following is a DFT calculation (wB97M-V/def2-TZVPD) of a cluster of 8 separate species, H16O8 in total at a distorted geometry.

LUMO   -0.13 eV
Strongest force on any atom   4.2 eV/Å
HOMO-LUMO gap   10.60 eV
Multiplicity   1
ΔE to the lowest compared entry with this formula, charge and spin   100.4 kcal per mole
SMILES   O.O.O.O.O.O.O.O

Atoms and positions in Å:
O 0.1424 0.2782 -0.7004
H 0.8037 0.9142 -0.9957
H 0.5737 -0.5767 -0.8102
O -2.6331 -0.8708 2.3424
H -1.7784 -1.2444 2.0995
H -2.4390 -0.3202 3.1093
O -0.8146 4.6239 0.7866
H -0.7826 4.1855 -0.0712
H -0.2183 4.1048 1.3378
O 4.2246 -0.3640 1.3322
H 4.0667 -1.2850 1.0958
H 3.7093 -0.2368 2.1367
O 4.7495 -0.0205 -0.6723
H 3.9002 0.1255 -0.2405
H 5.2050 -0.6394 -0.0906
O -2.8685 -2.6438 0.8485
H -3.2602 -2.6700 -0.0318
H -1.9950 -3.0332 0.7282
O -2.4731 2.4083 -1.5888
H -3.1715 2.4830 -2.2488
H -2.7500 1.6680 -1.0371
O -0.8003 -2.3818 -2.0640
H -0.4979 -1.5455 -2.4355
H -0.8925 -2.9592 -2.8302

Atomic forces in eV per Å
0.21 -0.11 -0.10
-0.11 0.05 -0.02
-0.04 -0.03 0.13
0.32 0.88 0.94
-0.32 0.08 -0.10
-0.02 0.12 0.02
0.22 -0.11 0.02
-0.20 -0.02 -0.02
-0.10 0.08 -0.02
-1.41 -0.71 3.90
-0.21 -0.12 0.31
0.09 -0.09 0.36
0.63 0.01 -3.31
0.69 0.18 -0.46
0.19 0.72 -0.79
0.01 -0.91 -0.74
0.12 0.01 0.01
-0.11 -0.12 -0.21
-0.13 -0.05 -0.10
0.10 0.07 0.06
0.15 0.01 0.07
0.09 -0.04 -0.13
-0.18 0.11 0.06
0.02 -0.02 0.10

These are the Mulliken partial charges, in e, on atoms 1 to 4: -0.60, 0.31, 0.29, -0.56

***

Record 7
The following is a DFT calculation (wB97M-V/def2-TZVPD) of a cluster of 8 separate species, H16O8 in total at a distorted geometry.

LUMO   -0.34 eV
Strongest force on any atom   11.5 eV/Å
HOMO-LUMO gap   8.29 eV
Multiplicity   1
ΔE to the lowest compared entry with this formula, charge and spin   131.2 kcal per mole

Atoms and positions in Å:
O 49.6540 42.3470 8.7060
H 49.1180 43.0440 9.2820
H 49.0670 42.1420 8.0420
H 49.6790 41.5990 9.3860
O 49.7860 40.0860 10.0590
H 49.0590 40.1540 10.6880
O 52.5130 39.4510 9.2680
H 51.5400 39.7500 9.5520
H 52.1240 38.4750 9.0420
O 48.5700 38.6960 7.9050
H 48.9910 39.3190 8.5600
H 47.9010 38.0100 8.1860
O 46.6770 41.6300 10.2530
H 46.5980 40.5380 10.3230
H 45.7290 42.0250 10.0660
O 48.4680 44.0750 10.4180
H 49.0090 44.6850 10.8560
H 47.6410 43.7650 10.8600
O 52.1500 43.9190 8.7530
H 53.0210 43.9840 9.3120
H 52.4100 43.3450 8.2090
O 47.7520 42.8780 6.7130
H 46.9280 43.1070 7.0510
H 47.8840 43.5100 5.9850

Atomic forces in eV per Å
0.87 3.29 3.64
1.07 -0.40 -0.71
-2.48 -1.13 -3.20
0.63 -2.88 0.75
-0.47 1.50 -0.99
0.31 -0.22 0.16
-4.64 -3.04 -0.17
2.44 -0.08 -0.21
1.98 3.18 0.58
-0.80 -0.61 -0.80
-0.67 -1.19 0.80
1.58 1.75 0.34
-2.70 -2.52 -0.24
0.01 4.53 -0.44
2.70 -1.82 0.59
-1.99 -2.17 -1.73
0.71 1.25 1.48
1.42 0.60 -0.03
-0.03 7.47 8.70
-2.66 0.18 -1.21
2.69 -7.62 -7.41
2.21 -0.08 -1.32
-2.35 0.45 1.06
0.17 -0.44 0.35

These are the Mulliken partial charges, in e, on atoms 1 to 4: -0.32, 0.41, 0.43, 0.47

***

Record 8
The following is a DFT calculation (wB97M-V/def2-TZVPD) of a cluster of 8 separate species, H16O8 in total.

LUMO   -0.50 eV
Strongest force on any atom   0.9 eV/Å
HOMO-LUMO gap   9.49 eV
Multiplicity   1
ΔE to the lowest compared entry with this formula, charge and spin   63.2 kcal per mole
SMILES   O.O.O.O.O.O.O.O

Atoms and positions in Å:
O -2.3567 -1.2475 -1.1812
H -2.1469 -1.9040 -0.5170
H -2.6662 -0.4916 -0.6821
O -1.3565 -1.5811 1.6977
H -1.4641 -2.4402 2.1060
H -0.7457 -1.1178 2.2709
O 0.3792 0.3819 2.7765
H 0.3895 0.4091 3.7333
H -0.2436 1.0635 2.5238
O 3.6903 -0.8504 -0.5211
H 4.1549 -1.6591 -0.3057
H 3.2363 -0.6119 0.2872
O -1.9583 2.0678 -1.6259
H -1.8000 2.8553 -1.1054
H -2.6134 1.5787 -1.1281
O 0.1394 1.7409 -3.6985
H -0.5639 1.8014 -3.0520
H -0.0473 2.4423 -4.3225
O 1.9389 -1.2434 1.4590
H 1.4806 -2.0800 1.3808
H 1.2916 -0.6497 1.8395
O 0.7177 0.5321 -0.8978
H -0.1563 0.9115 -0.9895
H 0.7004 0.0923 -0.0478

Atomic forces in eV per Å
-0.20 0.07 -0.49
0.19 -0.02 0.28
-0.02 -0.10 0.24
-0.30 -0.24 -0.26
-0.15 -0.28 0.07
0.26 0.35 0.20
-0.45 0.24 0.29
0.23 -0.04 0.38
-0.15 0.33 -0.26
0.58 0.19 -0.63
0.10 -0.13 0.06
-0.29 -0.13 0.14
0.14 -0.06 0.03
0.10 0.35 0.08
-0.26 -0.13 -0.08
0.29 -0.01 -0.21
-0.28 -0.11 0.20
-0.03 0.13 -0.18
0.16 -0.36 0.16
0.02 -0.27 -0.29
0.03 0.28 0.31
0.18 0.26 0.15
-0.34 0.06 -0.27
0.17 -0.39 0.06

These are the Mulliken partial charges, in e, on atoms 1 to 4: -0.58, 0.32, 0.25, -0.57